No. 1
Density functional theory data (wB97M-V/def2-TZVPD) for a molecular structure, C60H131As2F12N6O2 in a non-equilibrium geometry.

The geometry in XYZ format:
```
213
Properties=species:S:1:pos:R:3:forces:R:3
C -4.8033 -9.6641 -3.7103 0.871 -1.631 0.818
C -4.8408 -8.2596 -4.1401 1.291 2.909 -0.123
C -4.0557 -7.3101 -3.1309 1.425 -0.053 -0.472
C -4.1648 -5.7828 -3.3298 -1.598 0.244 0.386
N -3.4616 -4.9004 -2.3089 -0.412 -0.111 -0.076
C -3.9756 -5.0479 -0.9198 -1.221 -0.913 0.830
C -3.8677 -3.6945 -0.2158 0.116 -0.208 -0.128
C -3.7946 -2.6333 -1.3426 0.928 -0.136 0.043
C -3.7456 -3.4478 -2.6466 -0.403 -0.039 -0.538
C -2.0355 -5.1628 -2.2557 1.011 -0.537 0.433
H -5.1949 -9.7856 -2.6848 0.207 0.052 -0.370
H -3.7802 -10.0850 -3.7470 -0.325 0.309 0.253
H -5.3668 -10.3358 -4.3377 -0.435 0.020 -0.343
H -5.8445 -7.8948 -4.1927 -0.836 0.198 -0.090
H -4.3820 -8.0521 -5.1357 -0.369 -0.499 0.527
H -2.9652 -7.5344 -3.2262 -0.683 -0.149 -0.076
H -4.2709 -7.5617 -2.0943 -0.413 -0.027 0.098
H -5.1912 -5.4063 -3.1704 0.052 -0.678 -0.465
H -3.8613 -5.4112 -4.3143 0.200 -0.320 0.128
H -3.3425 -5.7344 -0.3805 0.167 -0.455 -0.115
H -4.9649 -5.5442 -0.9585 0.247 0.706 -0.055
H -2.9816 -3.7861 0.4274 -0.054 0.709 -0.647
H -4.6773 -3.4855 0.4754 -0.349 -0.279 -0.183
H -2.8584 -2.0489 -1.2345 -0.695 -0.113 0.027
H -4.6972 -2.0004 -1.3674 0.602 -0.088 0.110
H -2.9949 -3.1497 -3.4049 -0.519 0.036 0.472
H -4.7616 -3.4593 -3.0802 0.605 0.097 -0.104
H -1.8464 -6.1903 -1.9157 -0.218 0.377 0.053
H -1.5983 -4.4390 -1.5699 0.426 0.074 0.061
H -1.6132 -5.0934 -3.2323 0.308 0.318 -0.821
C 3.5831 2.7061 0.6257 -0.323 0.568 -0.196
C 2.6918 2.1702 1.7347 -0.111 0.449 -0.209
C 1.2643 2.0181 1.1865 -0.142 -0.545 1.237
C 1.0749 0.9961 0.0928 0.036 0.060 -1.099
N -0.3693 0.7153 -0.2851 -0.950 0.641 0.645
C -1.2428 1.9280 -0.6712 0.033 0.467 1.733
C -2.6757 1.4818 -0.3206 0.925 -0.308 -0.582
C -2.4625 0.8130 1.0327 1.300 0.609 1.137
C -1.1913 -0.0074 0.8170 -0.580 -0.114 -1.879
C -0.3214 -0.0715 -1.5035 0.899 -0.974 -1.564
H 3.2075 3.7016 0.3319 -0.057 -0.450 -0.371
H 3.6589 2.0408 -0.2512 -0.164 0.391 0.327
H 4.5719 2.9028 0.9784 0.987 -0.138 0.271
H 2.6616 2.8775 2.5973 -0.097 -0.361 -0.678
H 3.1233 1.2705 2.1459 -0.099 -0.670 0.060
H 1.0473 2.9890 0.7600 -0.565 0.252 0.158
H 0.6154 1.7774 2.0568 0.009 0.368 -0.614
H 1.4800 0.0046 0.2610 0.128 -0.221 0.588
H 1.5287 1.3336 -0.8533 -0.177 -0.007 0.715
H -0.9261 2.2466 -1.6377 -0.461 -0.192 -0.905
H -1.0005 2.7998 -0.0481 0.100 -0.492 0.238
H -2.9856 0.7574 -1.0770 -0.325 -0.096 0.068
H -3.3519 2.3229 -0.3148 -0.127 0.048 0.083
H -3.1852 0.1087 1.3991 -0.799 -0.120 -0.270
H -2.3798 1.5624 1.8520 0.184 -0.347 -0.765
H -1.5400 -0.9448 0.3485 0.679 0.191 0.235
H -0.5189 -0.2554 1.5999 0.311 -0.050 0.899
H 0.1103 -1.0630 -1.4036 -0.244 -0.135 0.739
H 0.3096 0.4344 -2.2149 0.197 0.392 -0.096
H -1.2708 -0.1460 -2.0111 -0.552 -0.066 0.396
C -3.4467 -2.5732 2.8857 0.801 1.444 0.983
C -4.1993 -3.1618 4.1179 0.189 -0.245 -0.505
C -5.3154 -2.2525 4.7138 0.871 -0.263 -0.591
C -6.1267 -1.5853 3.5793 -0.994 0.859 1.970
N -7.5058 -1.1302 4.0700 -0.370 1.709 1.251
C -8.2762 -0.4327 2.9939 0.609 0.348 -0.627
C -7.6084 0.9487 2.7943 -2.023 -1.183 1.570
C -7.3272 1.3380 4.2575 -1.532 0.063 0.614
C -7.4449 0.0543 5.1118 1.096 -0.604 -0.439
C -8.3006 -2.2416 4.6166 0.119 -0.540 -0.888
H -4.1434 -2.2350 2.1179 -0.039 0.116 0.120
H -2.6846 -3.1625 2.3321 -0.572 -0.213 0.936
H -2.8798 -1.6664 3.2539 -0.593 -0.694 -0.563
H -3.5120 -3.4526 4.9181 0.059 0.270 -0.151
H -4.6425 -4.0937 3.8145 -0.427 -0.542 -0.212
H -4.8434 -1.6258 5.4721 -0.016 0.948 -0.678
H -5.9595 -2.8188 5.3722 -0.076 -0.643 -0.288
H -6.4695 -2.2684 2.8306 0.621 -0.706 -0.734
H -5.6531 -0.6966 3.1618 0.086 -0.215 -0.091
H -9.2765 -0.3013 3.4006 -0.108 -0.020 -0.109
H -8.3173 -1.0513 2.1045 -0.034 -0.217 -0.135
H -8.4116 1.5589 2.3810 0.631 0.333 -0.348
H -6.7265 0.9142 2.2187 0.722 0.133 -0.896
H -8.1527 1.9851 4.6095 0.484 -0.086 -0.219
H -6.4242 1.9057 4.3678 0.248 -0.286 0.203
H -8.3196 0.0335 5.7795 0.106 -0.232 -0.658
H -6.5865 -0.1791 5.7325 0.177 0.232 0.107
H -7.7130 -2.8314 5.2990 -0.264 0.069 0.442
H -8.5999 -2.8889 3.7963 0.073 -0.132 -0.174
H -9.2015 -1.8390 5.0285 -0.366 0.125 0.552
C 7.7379 -1.8715 6.1918 -0.213 0.521 -0.402
C 6.5028 -2.7702 6.1923 0.721 -1.719 -1.167
C 5.9063 -2.9657 4.7470 -0.031 1.041 0.490
C 4.7085 -3.8897 4.7381 0.438 0.162 -0.469
N 4.0037 -4.0310 3.3737 0.299 -0.073 0.474
C 4.9456 -4.6308 2.3508 1.448 0.186 0.068
C 5.5684 -3.5078 1.5051 -0.972 0.247 -0.324
C 4.7431 -2.2475 1.8633 -0.132 0.098 0.157
C 3.5653 -2.7369 2.7324 -0.676 -0.035 -0.287
C 2.8860 -4.9775 3.6865 -0.116 0.262 -0.941
H 7.4186 -0.8663 5.8616 0.414 -0.186 0.474
H 8.6079 -2.1403 5.5801 -0.634 -0.467 -0.422
H 8.1833 -1.8813 7.1716 -0.174 0.544 0.624
H 5.7333 -2.3813 6.8606 0.018 0.108 -0.098
H 6.7980 -3.7670 6.5898 -0.282 0.483 -0.162
H 6.6168 -3.3021 3.9872 0.397 0.016 0.480
H 5.6114 -1.9446 4.4393 -0.087 -0.441 0.025
H 3.9855 -3.5290 5.4730 -0.203 -0.269 -0.238
H 5.0078 -4.9275 4.9423 -0.076 0.402 0.351
H 4.4530 -5.3430 1.7115 -0.463 -0.349 0.207
H 5.7927 -5.0687 2.8883 -0.608 -0.584 0.022
H 5.5319 -3.7091 0.4212 -0.220 -0.126 0.532
H 6.6141 -3.4291 1.7431 0.372 0.347 0.155
H 4.3819 -1.7406 0.9533 0.074 -0.110 0.542
H 5.3422 -1.5561 2.4649 -0.074 -0.004 -0.449
H 2.6399 -2.9689 2.1565 0.572 0.257 0.150
H 3.2863 -2.0479 3.5295 0.027 0.043 -0.041
H 3.3625 -5.8934 3.9910 -0.147 -0.385 0.285
H 2.3024 -5.1431 2.7910 -0.018 -0.055 -0.280
H 2.2098 -4.5807 4.4358 0.258 0.150 0.219
C 6.0518 11.2060 1.9414 -1.110 1.438 -1.291
C 7.2050 10.4719 2.5224 0.610 0.983 1.670
C 7.0879 8.9882 2.3928 1.723 -0.673 -0.703
C 5.8056 8.3729 2.8666 0.325 -0.251 -1.616
N 5.8023 6.8482 2.5695 -1.218 1.053 1.718
C 4.4811 6.3755 3.1296 -0.317 -0.698 -0.595
C 4.6326 4.8712 3.4195 1.918 0.923 0.001
C 6.2405 4.6392 3.5003 -1.272 1.581 1.064
C 6.8080 6.1183 3.3961 -0.856 -1.183 1.022
C 5.8808 6.3888 1.1444 1.289 -0.875 0.512
C 5.1351 7.1662 0.1685 -1.917 0.364 -0.733
C 5.0270 6.3715 -1.1614 -0.187 1.322 0.438
H 6.0309 12.2776 2.1405 0.537 0.053 0.300
H 5.0716 10.9157 2.3245 0.091 -0.386 0.012
H 5.9976 11.1977 0.8433 0.048 -0.466 0.138
H 7.2191 10.7209 3.5807 -0.092 -0.030 0.455
H 8.1991 10.8642 2.2257 -0.635 -0.464 -0.451
H 7.9284 8.4921 2.8745 0.108 0.163 0.608
H 7.3659 8.7832 1.3560 -0.874 -0.385 -0.381
H 4.9524 8.8734 2.3994 -0.012 -0.666 -0.323
H 5.6222 8.4971 3.9189 0.343 -0.228 0.589
H 3.7786 6.5804 2.3402 -0.518 -0.074 -0.138
H 4.1307 6.9533 3.9887 0.671 -0.014 -0.010
H 4.2604 4.2960 2.5897 -0.436 -0.299 0.128
H 4.1172 4.7037 4.3634 0.119 -0.615 -0.181
H 6.6075 3.9979 2.7258 0.085 -0.332 -0.446
H 6.4634 4.1924 4.4844 0.240 0.298 -0.553
H 7.8024 6.2806 3.0172 0.256 -0.299 -0.305
H 6.7599 6.5351 4.4099 0.032 0.132 -0.286
H 5.5317 5.3389 1.1197 0.195 0.523 0.238
H 6.9250 6.3804 0.8613 0.436 -0.106 0.143
H 5.5378 8.1448 -0.0201 0.492 0.412 -0.047
H 4.1365 7.3815 0.6154 0.251 -0.271 -0.748
H 5.9488 6.4341 -1.7591 -0.247 -0.243 0.366
H 4.2507 6.8922 -1.7118 -0.096 -0.281 -0.440
H 4.7108 5.3528 -0.9792 0.027 -0.256 -0.165
C -3.4817 2.1004 -5.1504 0.568 -1.671 0.024
C -3.2836 0.7330 -4.3516 -0.743 1.350 -0.269
C -1.9781 -0.0500 -4.6576 -0.963 0.183 -1.291
C -1.8201 -0.1783 -6.2114 -0.047 0.422 0.570
N -0.6241 -0.9176 -6.7146 1.328 -1.467 -0.163
C -0.3993 -2.2513 -6.0042 -1.166 -1.555 -0.552
C 0.7596 -2.0974 -5.0435 -1.262 1.569 0.011
C 1.6850 -1.1673 -5.8307 -1.117 -1.223 -0.705
C 0.6752 -0.1707 -6.3963 0.126 0.944 0.775
C -0.6875 -1.2176 -8.2572 -0.574 -0.298 0.912
C -1.2160 -0.1533 -9.1847 -0.583 0.405 -0.756
C -1.0679 -0.7226 -10.6395 -0.185 1.526 -0.242
H -4.4658 2.5552 -5.0278 0.055 -0.333 0.116
H -3.2946 1.9267 -6.2222 -0.304 0.282 0.340
H -2.7441 2.7912 -4.7901 0.420 0.511 0.065
H -4.1824 0.1447 -4.4714 -0.155 -0.640 -0.633
H -3.4041 0.9979 -3.2980 0.744 -0.060 0.147
H -1.9791 -1.0202 -4.1390 0.022 0.214 -0.252
H -1.1549 0.5388 -4.3379 0.758 0.377 0.666
H -1.6302 0.8017 -6.6424 -0.479 0.223 0.169
H -2.7357 -0.5774 -6.6443 0.134 -0.282 -0.228
H -0.2184 -3.0704 -6.7319 0.575 0.897 -0.100
H -1.3610 -2.6396 -5.6349 0.161 0.712 0.509
H 1.0850 -3.0300 -4.6597 0.789 -0.921 -0.083
H 0.4455 -1.5277 -4.1694 -0.248 0.027 0.202
H 2.0945 -1.7476 -6.6594 0.632 0.184 0.150
H 2.4033 -0.7371 -5.1630 0.602 0.467 -0.159
H 0.9755 0.3634 -7.2757 0.289 0.051 -0.586
H 0.5090 0.6106 -5.6444 -0.400 -0.269 -0.075
H -1.3608 -2.0809 -8.3370 0.217 0.069 0.076
H 0.3157 -1.5401 -8.5531 -0.082 0.119 0.300
H -0.6977 0.8324 -9.0839 -0.319 -0.820 -0.075
H -2.3089 -0.0033 -9.0384 0.764 0.153 0.216
H -1.0565 0.1121 -11.3695 0.211 -0.299 0.525
H -1.9064 -1.3141 -11.0013 -0.012 -0.362 0.538
H -0.1410 -1.2605 -10.7559 0.285 -0.273 -0.127
C 0.2027 -4.8504 0.7825 -1.047 -0.500 0.395
C 0.0627 -3.3673 0.4720 1.183 -0.164 -0.200
O -0.7357 -3.0765 -0.4434 -0.590 0.538 -0.283
O 0.8107 -2.5950 1.1219 -0.325 -0.012 -0.149
H 0.0365 -4.9141 1.8624 0.185 -0.407 -0.023
H 1.1734 -5.2666 0.5247 0.152 0.154 0.017
H -0.5814 -5.4543 0.2765 0.512 0.329 0.294
As 1.6497 3.0568 -3.3164 -1.306 1.289 -1.465
F 0.2763 1.9415 -3.6845 0.366 0.397 -0.672
F 2.4021 2.7945 -4.8515 -0.551 -0.113 0.116
F 2.9477 4.0635 -2.8373 0.324 0.228 0.015
F 0.9256 3.2708 -1.7967 -0.506 0.392 1.715
F 2.3808 1.6743 -2.6674 1.357 -1.461 0.258
F 0.6476 4.3810 -3.8435 0.707 -0.501 -0.451
As -4.7767 3.5117 2.3260 0.782 3.242 0.183
F -4.9703 5.2285 2.7486 0.158 -1.309 -0.842
F -6.3447 3.3276 1.7526 -2.094 0.592 -0.405
F -4.6737 1.8380 2.0650 0.530 -2.350 -0.242
F -3.1215 3.5490 2.7855 0.670 -0.045 0.379
F -5.2526 3.1644 3.9093 -0.047 -0.017 1.700
F -4.2614 3.8153 0.7193 0.156 0.503 -0.699
```
Positions in Å, forces in eV/Å.

Calculated values
- Total charge: +3
- Molar mass: 1346.57 Da
- LUMO level: -0.1809 Ha

Löwdin atomic charge list, values in e, 2 entries: -0.12, -0.25

=====

No. 2
Density functional theory data (wB97M-V/def2-TZVPD) for 2 unconnected molecules or ions with the total composition ClH3P2 in a non-equilibrium geometry.

The geometry in XYZ format:
```
6
Properties=species:S:1:pos:R:3:forces:R:3
P -0.8376 -0.3552 -0.8872 1.372 -0.470 -1.189
P 0.0068 -0.9908 0.9475 -0.045 2.732 0.852
Cl 1.5923 1.6774 0.7697 -0.829 -1.718 0.272
H -0.0002 0.8377 -0.7836 -0.630 -0.396 -0.074
H 0.1989 -1.1186 -1.5652 -0.750 0.528 -0.164
H -0.9602 -0.0504 1.5187 0.883 -0.677 0.303
```
Positions in Å, forces in eV/Å.

Calculated values
- Energy relative to the best compared isomer or geometry (same formula, charge and spin): 198.85 kJ/mol
- Total charge: 0
- Molar mass: 100.42 Da
- LUMO level (spin up / spin down): -0.1116 / -0.1111 Ha

Löwdin atomic charge list, values in e, 2 entries: 0.36, 0.51